The following is a quantum chemistry calculation of an isolated molecule of C5H15N3, from the OMol25 dataset.

Values from the calculation:
charge: 0
LUMO energy: 1.1 eV
ΔE to the lowest compared entry with this formula, charge and spin: 59.49 kcal per mole
orbital gap: 9.031 eV
highest occupied orbital energy: -7.978 eV

Each line ends with the Löwdin charge.
CARTESIAN COORDINATES (ANGSTROEM)
1 C 2.11157 -0.39352 -1.96417  -0.144
2 N 1.92029 -0.11710 -0.55875  -0.135
3 C 0.93928 -0.77191 0.28523  -0.348
4 C 1.47681 -1.11098 1.68281  -0.082
5 C -0.10641 0.36550 0.65514  -0.232
6 N -1.44381 0.09620 0.15022  -0.077
7 C -2.25732 1.33664 -0.05617  -0.315
8 N -3.66760 1.05695 0.03037  -0.006
9 H 1.19094 -0.85514 -2.39203  0.073
10 H 2.98318 -1.10470 -2.19867  0.093
11 H 2.08193 0.60188 -2.46784  0.077
12 H 2.81329 0.03470 -0.12308  0.100
13 H 0.49256 -1.66477 -0.23444  0.148
14 H 0.95079 -1.98040 2.09946  0.077
15 H 2.47399 -1.60213 1.70373  0.081
16 H 1.33085 -0.35456 2.44006  0.062
17 H 0.30211 1.34265 0.39905  0.102
18 H -0.18069 0.65728 1.70579  0.093
19 H -1.50395 -0.47786 -0.68273  0.092
20 H -2.06051 1.59902 -1.11711  0.115
21 H -1.90688 2.15356 0.56854  0.106
22 H -4.07989 0.66426 -0.79638  0.053
23 H -3.86054 0.52443 0.87097  0.065

Forces on atoms 1 to 3 (eV/Å):
-0.9229 -0.3646 -0.6631
0.9699 -0.4066 -0.1266
-0.4469 1.7243 1.1998



The following is a quantum chemistry calculation of a cluster of 2 separate species, C5H15N3 in total, from the OMol25 dataset.

Values from the calculation:
charge: 0
LUMO energy: 0.9 eV
ΔE to the lowest compared entry with this formula, charge and spin: 34.75 kcal per mole
orbital gap: 9.700 eV
highest occupied orbital energy: -8.832 eV

Each line ends with the Löwdin charge.
CARTESIAN COORDINATES (ANGSTROEM)
1 C -1.61843 -1.95739 0.51499  -0.162
2 N -0.68490 -1.50749 1.51233  -0.043
3 C 0.54595 -1.53217 1.22306  -0.342
4 N 1.07315 -1.99450 0.04070  0.082
5 H -1.55445 -1.32699 -0.38734  0.058
6 H -2.63794 -2.00064 0.86739  0.063
7 H -1.26876 -2.93053 0.13045  0.076
8 H 1.26790 -1.20352 1.96201  0.109
9 H 0.54421 -1.88499 -0.81508  0.075
10 H 2.05221 -1.79012 -0.08516  0.079
11 C -0.79757 1.43504 -1.64105  -0.125
12 N 0.21274 1.25158 -0.59504  -0.322
13 C 1.45165 1.88059 -1.07693  -0.128
14 C -0.19767 1.93656 0.62487  -0.131
15 H -0.43201 0.95802 -2.54708  0.079
16 H -0.95977 2.50774 -1.84077  0.083
17 H -1.74977 1.02627 -1.30581  0.074
18 H 2.22015 1.73757 -0.32133  0.078
19 H 1.78427 1.36234 -1.98312  0.077
20 H 1.32231 2.92439 -1.38747  0.081
21 H 0.54003 1.81510 1.41611  0.078
22 H -1.13577 1.48303 0.95263  0.078
23 H -0.36092 3.01587 0.47501  0.083

Forces on atoms 1 to 3 (eV/Å):
1.2037 -0.2907 -1.0011
-0.2818 0.4540 0.8189
-0.6443 -0.0706 -0.3376



The following is a quantum chemistry calculation of an isolated molecule of C5H15N3, from the OMol25 dataset.

Values from the calculation:
charge: 0
LUMO energy: 1.1 eV
ΔE to the lowest compared entry with this formula, charge and spin: 43.31 kcal per mole
orbital gap: 9.654 eV
highest occupied orbital energy: -8.535 eV

Each line ends with the Löwdin charge.
CARTESIAN COORDINATES (ANGSTROEM)
1 C 0.94211 1.11298 1.20816  -0.090
2 N 0.33526 0.15493 0.29225  -0.212
3 C -0.12146 0.80323 -0.93764  -0.215
4 C 1.09201 1.26454 -1.75313  -0.256
5 N 0.59960 1.85435 -3.01730  -0.016
6 C -0.67976 -0.64563 0.94739  -0.246
7 C -0.37741 -2.10988 1.20371  -0.283
8 N -1.57571 -2.81110 1.59032  -0.008
9 H 0.81450 0.78275 2.23778  0.081
10 H 0.42028 2.07837 1.18316  0.088
11 H 1.97604 1.27058 0.94327  0.076
12 H -0.60223 0.00215 -1.47956  0.118
13 H -0.72922 1.69750 -0.79895  0.122
14 H 1.47703 2.09571 -1.23997  0.076
15 H 1.77210 0.44204 -1.95263  0.117
16 H -0.38958 1.69073 -3.11395  0.047
17 H 1.14220 1.64895 -3.83497  0.052
18 H -1.66024 -0.65168 0.45553  0.112
19 H -1.03380 -0.14666 1.85699  0.115
20 H 0.13104 -2.51445 0.32472  0.105
21 H 0.35926 -2.20463 1.99598  0.104
22 H -2.42198 -2.27675 1.61919  0.054
23 H -1.47004 -3.53805 2.26964  0.060

Forces on atoms 1 to 3 (eV/Å):
-0.5139 0.0542 0.0418
-0.4552 0.2152 0.2547
1.7118 -1.0710 -0.0598



ΔE to the lowest compared entry with this formula, charge and spin of number 3 (C5H15N3)? 43.31 kcal per mole